132
Properties=species:S:1:pos:R:3:forces:R:3 method="wB97M-V/def2-TZVPD" spin_multiplicity=1 charge=-1 gap_ev=8.883 total_energy_ev=-182763.3384 homo_ha=-0.270
N -0.560 0.177 1.201 -4.582 -1.008 1.468
S 0.434 -0.735 0.581 9.514 -3.643 -2.865
O 0.250 -1.127 -0.796 -1.174 -0.426 0.519
O 1.162 -1.728 1.406 -1.717 2.016 -1.049
F 1.525 0.376 0.355 1.007 1.028 0.347
S -1.742 -1.017 1.204 -4.834 -0.681 2.988
O -1.491 -2.339 1.822 0.072 2.937 -1.703
O -2.695 -0.958 0.115 1.557 0.083 0.745
F -2.556 -0.274 2.404 0.165 -0.259 -0.428
C 2.557 -5.222 6.233 -0.755 -0.481 -1.212
C 2.741 -6.576 5.444 0.858 3.433 1.642
O 3.118 -7.519 6.065 0.195 -2.599 0.634
N 2.613 -6.468 4.122 -1.089 0.093 -1.131
C 2.804 -7.593 3.232 0.541 -0.422 -0.079
H 2.121 -4.505 5.537 -0.122 0.336 0.270
H 3.462 -4.781 6.650 0.193 -0.488 -0.194
H 1.857 -5.396 7.050 0.034 -0.034 -0.069
H 2.516 -5.530 3.761 -0.184 -0.327 -0.151
H 2.115 -7.766 2.406 -0.404 0.988 0.063
H 2.684 -8.518 3.797 0.599 0.164 0.274
H 3.800 -7.476 2.804 0.107 -0.625 -0.071
C -12.021 5.928 2.315 -0.194 0.458 -0.174
C -10.951 5.017 1.776 0.510 0.267 -0.991
O -10.285 5.361 0.793 -0.694 -0.759 1.216
N -10.827 3.822 2.425 -0.636 0.461 -1.140
C -9.837 2.836 1.972 0.322 1.096 1.135
H -11.595 6.924 2.437 0.052 -0.086 0.283
H -12.523 5.585 3.220 0.152 0.040 0.062
H -12.778 6.064 1.542 -0.033 -0.209 -0.070
H -11.337 3.772 3.296 0.317 -0.523 -0.207
H -9.025 3.060 2.664 0.633 -0.945 -0.242
H -9.489 3.106 0.975 -0.331 -0.020 0.070
H -10.172 1.800 2.026 -0.106 0.227 0.068
C -3.208 4.067 -2.215 1.691 -0.826 -0.432
C -3.490 5.074 -1.142 -2.513 -0.113 -2.436
O -4.267 5.981 -1.388 0.033 0.915 0.240
N -3.077 4.801 0.065 1.634 -1.014 2.865
C -3.603 5.435 1.264 0.424 0.219 -0.128
H -2.157 3.786 -2.156 0.319 -0.058 -0.083
H -3.362 4.407 -3.239 -0.316 0.341 0.373
H -3.703 3.104 -2.083 -0.458 0.240 0.259
H -2.500 3.991 0.240 -0.110 0.060 -0.387
H -3.340 6.493 1.267 -0.629 0.132 -0.189
H -3.098 5.057 2.152 -0.018 -0.433 -0.191
H -4.670 5.221 1.334 -0.026 0.489 0.116
C 1.990 5.288 3.543 -1.192 -0.692 -1.061
C 1.570 4.756 4.901 2.179 2.963 -1.130
O 1.913 5.436 5.856 -0.451 -0.365 1.065
N 0.976 3.595 4.949 -1.605 -2.555 0.900
C 0.570 3.039 6.253 0.410 0.367 -0.433
H 1.799 6.353 3.406 0.444 0.026 0.641
H 1.341 4.857 2.781 0.130 -0.362 -0.318
H 3.014 5.005 3.299 -0.010 0.202 0.188
H 0.678 3.085 4.130 0.243 0.395 -0.036
H 0.459 1.956 6.199 0.056 0.130 -0.141
H -0.367 3.490 6.578 0.023 -0.037 0.119
H 1.367 3.307 6.947 -0.231 -0.123 0.167
C -0.955 -11.531 -1.136 -0.694 0.516 1.838
C -1.301 -11.612 0.380 1.192 -0.701 0.888
O -0.750 -12.447 1.106 -0.231 0.161 -1.094
N -2.190 -10.794 0.975 -1.433 1.225 -0.245
C -2.776 -9.559 0.467 1.003 0.291 -0.633
H -0.978 -10.515 -1.530 0.138 -0.010 0.084
H -1.767 -12.078 -1.614 0.475 -0.355 -0.379
H 0.051 -11.950 -1.162 -0.374 -0.214 -0.574
H -2.399 -10.974 1.947 0.486 -0.307 -0.132
H -3.736 -9.312 0.918 -0.034 -0.424 -0.237
H -2.792 -9.571 -0.623 -0.660 -0.283 0.028
H -2.122 -8.705 0.644 0.142 0.119 0.454
C -8.184 0.602 -5.231 0.072 -0.127 -0.333
C -8.136 1.860 -6.087 0.139 -0.273 2.094
O -8.437 2.920 -5.577 -0.286 0.608 0.208
N -7.733 1.804 -7.340 1.301 -1.331 -2.248
C -7.382 0.602 -8.155 -1.112 0.910 0.123
H -7.466 0.629 -4.412 -0.096 0.592 0.041
H -7.926 -0.327 -5.741 -0.559 0.000 -0.159
H -9.194 0.627 -4.821 0.113 -0.500 0.103
H -7.627 2.710 -7.775 -0.102 -0.126 -0.033
H -8.300 0.252 -8.626 -0.033 -0.091 -0.233
H -7.014 -0.262 -7.600 0.397 0.527 0.170
H -6.710 0.918 -8.952 0.166 -0.200 0.258
C 1.712 1.247 -6.497 0.024 0.827 1.158
Cl 1.325 0.527 -7.985 -0.253 -1.097 -1.565
Cl 1.663 3.032 -6.708 0.152 -0.195 0.440
H 0.947 0.953 -5.778 0.250 0.266 0.060
H 2.706 0.946 -6.165 -0.171 0.189 -0.071
C -7.148 1.919 7.740 -0.142 0.352 -0.256
Cl -6.577 3.575 7.493 0.261 0.152 -0.026
Cl -7.412 1.589 9.453 -0.052 -0.157 -0.017
H -8.097 1.894 7.206 0.198 -0.458 0.207
H -6.400 1.230 7.347 -0.259 0.107 0.084
C -3.118 -4.264 -4.954 0.531 -0.361 0.453
Cl -1.643 -5.260 -4.576 -0.847 0.592 -0.019
Cl -3.661 -4.631 -6.604 -0.037 0.334 0.322
H -3.910 -4.492 -4.242 0.190 -0.372 -0.227
H -2.866 -3.214 -4.806 0.176 -0.185 -0.504
F 11.439 5.985 -3.156 0.496 0.544 -0.237
C 10.112 5.886 -3.090 -1.511 -0.735 0.394
C 9.582 5.205 -2.002 0.015 -0.270 -0.213
C 8.215 4.908 -1.938 0.427 1.158 -0.077
C 7.392 5.361 -2.952 0.457 -0.390 -0.710
C 7.962 5.998 -4.079 -1.718 0.171 0.957
C 9.275 6.345 -4.119 1.879 -0.437 0.260
H 10.250 4.836 -1.237 0.121 0.069 0.056
H 7.797 4.464 -1.047 0.041 -0.270 -0.056
H 6.339 5.127 -2.898 -0.100 0.162 -0.206
H 7.315 6.329 -4.879 -0.093 -0.061 -0.088
H 9.712 6.862 -4.961 -0.018 0.050 -0.077
F 6.483 -3.915 -7.529 0.549 0.491 0.446
C 6.821 -3.185 -6.414 -0.439 -0.162 -1.206
C 7.665 -2.108 -6.506 0.274 1.178 0.543
C 7.942 -1.328 -5.343 0.038 -1.317 -1.752
C 7.406 -1.737 -4.152 -0.697 0.136 0.387
C 6.459 -2.768 -4.118 1.223 0.158 0.097
C 6.187 -3.518 -5.258 -0.454 -0.100 1.969
H 8.054 -1.794 -7.463 0.074 -0.153 -0.085
H 8.604 -0.481 -5.447 0.039 0.027 0.167
H 7.668 -1.231 -3.234 -0.088 0.113 0.066
H 6.089 -3.004 -3.131 -0.452 -0.318 -0.178
H 5.521 -4.361 -5.147 -0.081 -0.040 -0.453
F 9.156 -1.311 3.106 0.418 0.373 -0.020
C 8.664 -0.289 3.838 -0.781 0.691 -0.143
C 9.320 0.938 3.967 0.161 -1.490 0.377
C 8.775 1.866 4.846 0.143 0.248 0.051
C 7.580 1.656 5.494 -1.235 -1.003 -0.747
C 6.846 0.470 5.197 0.579 0.720 0.267
C 7.395 -0.494 4.380 0.896 -0.063 0.172
H 10.311 1.061 3.555 -0.041 0.115 -0.217
H 9.302 2.787 5.048 0.146 0.071 -0.114
H 7.171 2.447 6.106 -0.096 -0.156 0.186
H 5.864 0.226 5.576 -0.060 0.465 0.363
H 6.921 -1.455 4.243 -0.139 0.034 -0.187


66
Properties=species:S:1:pos:R:3:forces:R:3 method="wB97M-V/def2-TZVPD" spin_multiplicity=1 charge=+1 gap_ev=7.043 total_energy_ev=-65312.2130 homo_ha=-0.419
C 3.700 3.158 0.577 -0.107 -0.346 0.227
C 3.836 4.417 -0.215 0.430 0.518 -0.028
I 5.346 5.700 0.468 -0.187 -0.139 -0.045
C 3.075 4.735 -1.265 0.064 0.189 0.359
I 3.221 6.496 -2.372 -0.198 -0.178 -0.045
C 2.041 3.784 -1.704 0.519 -0.075 -0.577
C 2.365 2.684 -2.477 -0.442 0.140 0.150
C 1.360 1.800 -2.858 -0.086 0.144 0.239
C 1.707 0.602 -3.690 0.416 -0.342 0.752
O 1.592 0.615 -4.861 -0.200 0.243 -1.397
O 2.228 -0.452 -3.048 -0.105 -0.001 0.309
C 1.831 -0.650 -1.679 -0.105 -0.418 0.095
C 2.238 -2.027 -1.223 -0.143 0.120 0.251
F 3.394 -1.932 -0.472 0.452 -0.075 -0.133
C 0.051 2.043 -2.486 0.288 0.239 0.070
C -0.236 3.152 -1.710 -0.204 0.011 0.496
P -1.982 3.414 -1.245 -1.062 0.042 -0.782
C -2.219 1.881 -0.241 0.849 0.215 -0.309
O -1.903 4.663 -0.179 0.515 -0.383 0.154
N 0.754 3.987 -1.347 0.045 -0.328 -0.266
H 3.546 2.283 -0.047 -0.066 -0.094 -0.222
H 4.577 2.965 1.177 0.201 0.030 0.069
H 2.860 3.215 1.268 -0.141 0.118 0.088
H 3.383 2.522 -2.788 0.213 0.064 0.050
H 0.750 -0.588 -1.597 -0.188 0.202 -0.068
H 2.303 0.064 -1.011 0.017 0.259 0.047
H 1.474 -2.423 -0.560 -0.131 -0.103 0.047
H 2.394 -2.688 -2.068 0.119 -0.137 -0.119
H -0.735 1.369 -2.782 -0.208 -0.044 -0.052
H -2.788 1.197 -0.860 -0.339 -0.207 0.187
H -2.704 2.091 0.705 -0.344 0.014 0.029
H -1.259 1.417 -0.033 0.062 -0.133 0.208
H -2.525 4.492 0.541 0.098 0.317 0.173
H 0.533 4.804 -0.786 -0.086 0.028 0.115
C 0.219 -2.046 5.031 0.051 -0.039 0.076
O 1.620 -2.023 4.819 -0.109 0.098 -0.146
C 2.041 -2.812 3.718 0.094 0.101 0.253
C 2.323 -1.967 2.498 -0.139 -0.182 -0.199
O 1.141 -1.340 1.992 0.050 0.069 0.002
C 1.018 0.010 2.386 -0.031 -0.034 -0.049
H -0.024 -1.238 5.719 0.043 -0.017 0.034
H -0.335 -1.897 4.101 -0.002 -0.015 -0.018
H -0.085 -2.995 5.484 -0.052 -0.001 -0.038
H 1.298 -3.582 3.489 -0.019 0.007 -0.044
H 2.966 -3.314 4.014 -0.004 -0.027 -0.042
H 2.705 -2.607 1.701 0.062 -0.011 0.048
H 3.086 -1.216 2.720 -0.007 0.022 0.033
H 1.708 0.644 1.810 0.024 0.044 0.059
H 1.217 0.143 3.451 0.019 0.014 0.002
H -0.006 0.326 2.180 -0.003 -0.025 -0.028
C -2.296 -2.432 -0.079 0.003 0.074 0.032
O -3.088 -1.568 -0.879 0.074 -0.025 -0.036
C -3.506 -2.168 -2.102 -0.025 0.277 0.006
C -4.931 -2.669 -2.030 -0.054 -0.296 -0.047
O -5.065 -3.731 -1.103 0.118 0.118 0.107
C -5.609 -3.334 0.145 -0.061 -0.049 -0.045
H -2.238 -2.001 0.920 0.025 0.041 -0.019
H -2.734 -3.428 -0.007 -0.001 -0.011 -0.019
H -1.281 -2.512 -0.488 -0.003 -0.065 0.020
H -2.830 -2.983 -2.377 -0.014 -0.045 0.020
H -3.442 -1.400 -2.880 -0.009 -0.029 -0.019
H -5.212 -3.060 -3.013 -0.003 0.053 -0.019
H -5.615 -1.851 -1.784 0.029 0.042 0.015
H -6.686 -3.164 0.056 0.005 0.046 0.035
H -5.131 -2.427 0.525 0.003 0.014 -0.008
H -5.439 -4.144 0.851 -0.015 -0.039 -0.040


77
Properties=species:S:1:pos:R:3:forces:R:3 method="wB97M-V/def2-TZVPD" spin_multiplicity=1 charge=-2 e_above_lowest_ev=0.721 gap_ev=7.284 total_energy_ev=-129492.5733 homo_ha=-0.127
Sr 7.873 10.264 9.710 -0.204 0.441 0.093
O 6.923 13.337 13.348 0.028 0.355 0.684
C 7.307 12.808 12.312 0.460 -1.551 -0.515
O 8.022 11.752 12.167 -0.361 0.213 0.230
C 6.814 13.406 11.019 0.319 1.227 -0.872
N 7.510 13.029 9.783 0.935 -0.496 0.347
C 8.827 13.688 9.700 0.030 1.163 1.365
C 9.985 13.090 10.549 -0.161 -0.054 -0.431
N 10.318 11.733 10.126 0.209 -0.506 0.355
C 11.220 11.742 8.975 -0.169 0.662 0.848
C 11.224 10.511 8.125 -1.021 2.154 -1.823
N 9.864 10.188 7.676 -0.456 -2.553 -1.859
C 9.393 10.905 6.478 0.243 1.421 0.758
C 7.884 10.798 6.260 -0.845 -0.267 0.726
N 7.035 11.422 7.333 0.104 -0.671 -1.185
C 7.145 12.867 7.293 0.551 -0.476 1.536
C 6.724 13.447 8.655 0.724 1.851 -1.407
C 5.632 10.874 7.253 0.937 -0.506 1.777
C 4.742 11.262 8.525 0.810 -0.434 -0.917
O 3.685 11.852 8.308 -0.719 0.367 -0.330
O 5.220 10.924 9.630 0.740 -0.343 0.380
C 9.881 8.678 7.249 -0.299 2.579 1.004
C 8.533 7.995 7.204 -0.985 0.442 0.216
O 8.358 7.136 6.339 0.288 -0.555 -0.299
O 7.651 8.427 8.011 0.134 -0.243 0.474
C 10.874 10.949 11.236 1.334 0.612 -0.758
C 10.772 9.455 11.116 -1.369 -0.421 -0.554
O 11.284 8.746 11.990 0.566 -0.004 0.273
O 10.071 9.074 10.131 0.098 -0.701 0.644
H 6.907 14.505 11.049 -0.222 0.080 0.491
H 5.763 13.195 10.921 -0.385 -0.385 -0.050
H 8.759 14.749 10.104 -0.318 -0.641 -0.287
H 9.015 13.861 8.646 0.711 -0.465 -0.070
H 9.687 13.048 11.618 0.146 0.196 -0.875
H 10.894 13.740 10.450 -0.566 -0.059 0.079
H 12.244 11.909 9.346 0.176 0.134 -0.125
H 10.958 12.600 8.362 -0.079 0.198 -0.144
H 11.616 9.721 8.657 0.710 -1.713 0.919
H 11.921 10.774 7.297 -0.252 -0.439 -0.061
H 9.903 10.593 5.521 -0.167 0.306 0.789
H 9.593 11.977 6.713 0.276 -0.485 -0.684
H 7.610 9.741 6.284 -0.067 0.348 -0.466
H 7.595 11.234 5.292 0.230 -0.072 -0.111
H 6.595 13.342 6.512 -1.019 0.314 -0.787
H 8.182 13.136 7.061 -0.080 -0.104 0.223
H 5.686 13.234 8.795 -0.493 0.059 0.308
H 6.861 14.571 8.543 -0.546 -0.613 0.102
H 5.808 9.789 7.327 -0.303 0.238 -0.085
H 5.078 11.062 6.351 -0.027 0.608 -0.719
H 10.483 8.265 8.017 0.469 -0.946 0.378
H 10.319 8.657 6.273 0.591 -0.396 -0.653
H 10.421 11.262 12.131 -0.910 0.206 1.179
H 11.947 11.143 11.405 0.158 0.297 -0.223
Br 8.719 4.987 14.504 0.081 0.345 -0.280
C 8.206 6.405 13.309 -0.603 0.821 0.275
C 8.398 7.754 13.689 0.226 -1.127 -1.860
C 8.005 8.781 12.776 0.970 -2.244 1.636
N 7.399 8.466 11.663 -0.840 -0.728 -1.095
C 7.157 7.167 11.357 0.370 0.222 -0.350
C 7.548 6.071 12.119 -0.225 0.209 -0.101
H 9.125 7.951 14.442 -0.058 0.325 0.807
H 8.307 9.792 12.980 -0.326 0.529 -0.131
H 6.718 6.964 10.373 0.022 0.367 0.328
H 7.333 5.044 11.716 0.439 1.148 0.820
C 13.692 6.182 11.559 -0.014 -0.094 -0.209
P 12.605 5.518 10.200 -0.094 -0.654 0.667
C 10.931 5.749 10.941 0.606 -1.091 -1.310
C 12.520 6.862 8.964 1.004 -0.273 -0.721
H 13.432 7.247 11.739 0.219 -0.648 0.261
H 14.699 6.077 11.123 -0.075 0.272 0.436
H 13.644 5.537 12.486 -0.118 0.811 -1.002
H 10.820 6.657 11.437 -0.014 1.644 1.036
H 10.637 4.915 11.540 0.004 -0.641 0.633
H 10.242 5.774 10.119 -0.508 0.004 -0.627
H 12.246 7.803 9.403 -0.665 0.348 0.147
H 11.813 6.460 8.223 -0.107 0.566 0.245
H 13.448 7.064 8.385 -0.248 -0.480 0.509